Entry 1:
Below is a cluster of 2 separate species, F2H3N2P in total in a non-equilibrium geometry, with properties calculated with ωB97M-V with the def2-TZVPD basis set.

```
8
Properties=species:S:1:pos:R:3:forces:R:3
N 0.9152 -0.2324 -0.0520 -0.31 0.45 -0.40
F -2.3373 1.4151 -0.1369 0.33 -0.61 0.47
H 0.6380 0.6323 -0.5187 0.29 -0.46 0.06
N 2.0125 -0.3606 0.6682 0.57 -0.24 0.30
H 0.5362 -1.0980 -0.4052 0.03 0.18 -0.09
H 2.4607 0.5480 0.7964 -0.37 0.05 -0.10
F -2.2770 -0.8780 -0.8585 0.43 0.40 0.99
P -1.9483 -0.0265 0.5066 -0.96 0.24 -1.24
```
Forces are in eV/Å.

Output
HOMO (spin up / spin down) = -7.79 / -8.23 eV
spin multiplicity = 1
maximum force = 0.03085 Eh/bohr
E_LUMO (spin up / spin down) = -0.624 / 0.654 eV
orbital gap (spin up / spin down) = 0.2633 / 0.3264 Ha
energy relative to the best compared isomer or geometry (same formula, charge and spin) = 2.4158 eV



Entry 2:
Below is a structure of composition C30H82LiN7O8 in a non-equilibrium geometry, with properties calculated with ωB97M-V with the def2-TZVPD basis set.

```
128
Properties=species:S:1:pos:R:3:forces:R:3
H -2.5358 -2.3124 0.3228 0.15 0.37 0.07
C 2.1171 2.3358 3.2262 2.21 -1.23 0.20
H -0.4244 0.6283 3.3927 0.16 0.18 0.83
H -0.4127 1.5032 0.1306 -0.46 -0.26 1.04
C 0.5327 -3.6266 3.4675 1.79 1.06 -0.70
H -2.0974 -1.1734 -3.9031 -0.05 -0.43 -0.06
H 5.4280 1.2916 -0.6288 -0.26 -0.09 0.16
C 4.9404 -3.7043 1.8887 -0.80 -0.26 -0.26
H 3.0507 1.9131 -3.3934 -0.70 0.18 0.11
C 3.7204 1.1070 -3.6935 0.51 1.75 0.33
H -4.5479 0.4506 -0.5650 0.10 -0.71 0.52
C -3.9283 3.5320 0.9448 -1.40 -0.86 0.80
H 3.8374 1.3625 4.1855 -0.18 -0.04 0.19
H -4.4790 -2.2318 -4.7405 -0.03 -0.68 -0.23
H 4.6148 1.7139 1.9204 0.36 0.08 -0.07
H -3.9602 3.2425 3.6452 0.07 -0.49 -0.05
H 1.6423 -0.2150 2.9353 -0.07 -0.11 -1.61
N -0.6871 1.2089 -0.7958 1.93 -0.35 1.05
H 2.8433 -4.3291 1.5881 0.23 -0.29 -0.31
C -6.4018 -2.2500 -1.8690 0.57 2.17 -0.87
Li 0.0248 -0.6300 -0.0840 -0.33 -0.13 0.99
H 3.7504 1.8691 -0.9544 0.25 0.60 -0.13
C -1.7036 -2.9774 0.0918 -1.73 0.00 0.79
N 5.5180 2.5696 -2.7713 -0.33 0.68 -1.83
H -2.6229 -1.0897 -2.1509 0.80 -0.16 -0.07
H 1.7328 -1.1997 -4.8287 0.44 -0.28 0.12
H 1.2686 3.7692 -1.8386 -0.02 0.71 0.15
H -7.8047 -3.2401 -3.9161 -0.01 0.11 -0.12
C 4.5204 1.1424 -1.2136 -0.59 -1.35 -1.26
H 3.9947 1.3979 -4.7075 0.42 -0.29 -0.19
H 3.3405 0.8387 1.2031 -0.28 -0.42 0.14
H 0.6177 -3.2818 2.4370 -0.21 -0.22 -0.32
C -1.9743 -0.8326 3.4679 0.55 -0.61 0.18
H 1.3251 1.3126 -1.4558 0.09 0.11 0.25
C 2.3581 -0.3089 -4.8871 -0.85 0.06 0.29
H -4.6874 0.9418 1.2412 -0.41 -0.55 -0.31
H -2.5056 0.3551 -3.1704 0.00 -0.01 0.10
H -7.4752 -2.3307 -1.6975 0.21 -0.59 0.31
C 3.4113 -3.6386 2.2115 0.13 1.09 0.15
H 2.9786 -0.3253 -5.7832 0.41 -0.21 0.20
H -0.5001 4.5801 1.2092 -0.48 -0.32 -0.16
O 1.5998 -4.5020 3.8010 -0.22 -1.87 -0.57
C 2.9212 -4.0145 3.6627 0.68 1.05 0.11
H 3.2359 -3.4194 -1.2592 -0.01 0.63 0.33
H -4.1255 4.8763 3.2612 -0.54 0.52 -0.09
H -1.4671 0.6892 2.0704 -0.88 0.62 -0.17
N 2.3873 -0.0857 3.6049 0.04 0.28 1.47
C -4.1628 2.4516 -0.1408 -1.23 0.24 0.39
C 0.5133 4.6564 0.8152 -0.63 0.60 0.86
C 0.4904 3.5065 4.3984 -0.81 -0.33 0.65
H 2.4131 -1.7281 -0.2599 0.02 -0.42 0.81
H 0.0849 3.7507 5.3802 0.18 -0.48 0.28
C -4.1342 0.9652 0.3023 0.97 2.24 0.24
O -0.0799 -0.7113 1.9144 0.21 -0.68 -0.47
H 4.5893 -0.0258 2.1593 -0.23 0.04 0.19
H -6.1311 -1.2605 -1.5006 0.00 0.24 0.30
C 0.3911 1.8615 -1.5761 -2.15 -0.23 0.23
H -2.5324 -1.4319 2.7486 -0.30 -0.10 0.25
H -4.0489 -2.9355 -3.1941 0.04 0.16 0.55
N -3.2478 2.7120 -1.2504 -0.02 0.00 -0.40
C -2.7489 -0.7074 -3.1639 -0.43 0.38 0.67
C 3.9593 0.8617 2.1001 0.18 1.73 -0.11
H 5.1511 -3.5649 0.8284 -0.76 -0.23 -0.41
H 4.8020 3.1760 -2.3974 0.44 0.67 0.24
C -4.6901 3.9441 3.2415 0.94 -0.81 -0.84
H -6.7130 -1.4570 -3.9160 0.72 0.80 0.36
H 1.0844 4.8975 1.7118 0.50 -0.07 -0.29
C -4.6219 -2.1363 -3.6641 -0.21 1.06 -1.98
C -6.1278 -2.2211 -3.4044 -0.86 -1.35 1.88
H 5.4651 -2.8144 2.2363 0.11 -0.36 1.01
O -4.1228 -0.7962 -3.4355 -1.09 -0.60 0.18
O 1.4641 2.4726 4.4903 0.17 1.32 -1.06
C 4.9082 1.2651 -2.7471 0.00 -1.11 2.11
H 5.6914 0.5636 -3.0343 -0.11 -0.38 0.21
H 1.9898 -2.2616 1.9011 -0.32 0.46 -0.17
H -0.1102 0.7360 -3.4372 0.00 0.01 0.40
O -0.8440 -2.3452 -0.7866 1.40 -0.31 -0.46
H 2.9749 -3.1827 4.3651 0.32 0.76 -0.31
C 2.6272 -3.2299 -2.1434 -0.51 -0.86 -0.02
H -2.5976 -0.2001 4.0999 -0.19 -0.17 -0.01
H 1.4534 2.1339 2.3855 -0.42 -0.13 0.15
H 2.7616 3.1643 2.9320 -0.38 0.94 0.33
O -5.0665 3.5553 1.8948 1.27 -0.03 0.07
H 1.7310 0.1029 4.3490 0.34 0.02 1.13
H 3.6490 -4.7077 4.0844 -0.49 -0.73 -0.07
N -6.8076 -3.3919 -3.9698 0.34 -0.58 -1.20
H -5.1808 2.5258 -0.5234 -0.37 0.69 0.23
H -3.8634 4.5342 0.5213 0.13 0.02 -0.25
H 3.2963 -1.5059 2.3225 0.37 -0.44 0.58
H 4.0143 0.2186 -0.9331 0.49 -0.45 0.03
N 2.9905 -2.2925 1.7676 -0.65 -0.75 -0.71
H -3.0960 0.7468 0.5522 0.01 -0.68 -0.24
C 0.2512 -3.2270 -1.0742 0.42 0.54 -1.40
O 0.9578 3.4649 0.2432 -0.23 -0.46 -2.00
H -3.4264 3.6428 -1.5994 0.18 0.57 0.23
H -5.7138 -2.9061 -1.3358 -0.53 -0.57 -0.11
C 1.3240 -2.4143 -1.8216 1.29 -1.96 0.30
H -6.6633 -4.2906 -3.5319 0.50 0.10 0.34
H 3.2354 -2.7319 -2.8985 -0.05 0.19 0.15
H 5.3826 -4.6759 2.1091 0.26 0.27 0.61
H -1.3265 -1.4696 4.0701 -0.55 -0.46 0.38
H -5.5287 3.9068 3.9368 -0.24 0.34 -0.55
H 0.9991 -1.9911 -2.7721 -0.55 0.08 0.21
H 0.7609 -2.7091 4.0098 -0.95 0.27 0.44
C -0.9762 -0.0321 2.7237 1.23 1.43 -1.86
H 2.4999 -4.2618 -2.4706 -0.61 -0.04 -0.52
H -0.3515 3.1474 3.8066 -0.12 0.05 -0.30
H 0.6986 2.3198 -3.5101 0.00 -0.16 -0.98
N 1.7114 -1.3853 -0.9004 0.09 1.96 -0.44
C 0.5219 3.3551 -1.1611 0.55 -1.63 0.78
H 6.3313 2.5530 -2.1727 -0.13 0.28 0.07
H -0.0909 -4.0703 -1.6741 -0.21 -0.12 -0.07
H 2.2405 -0.7257 -1.4528 0.08 0.48 -0.17
C 3.1498 1.1605 3.3642 -1.87 -1.22 -0.94
O 3.0681 -0.1288 -3.6613 0.03 -0.43 -0.61
H -2.9857 3.2811 1.4313 0.09 0.10 0.41
C -0.0726 1.7367 -3.0067 1.34 1.48 -0.70
H 0.7163 -3.6271 -0.1733 -0.12 0.10 0.37
H -1.2287 -3.2288 1.0401 0.11 -0.15 -0.05
H 1.6321 0.4890 -5.0432 0.03 0.40 0.11
H -2.2009 -3.8285 -0.3735 0.31 -0.51 -0.06
H -3.6093 2.1817 -2.0303 0.17 -0.65 -0.27
H -0.4678 -4.0518 3.5471 0.38 -0.22 0.72
H 0.4867 5.5100 0.1379 0.42 0.03 -0.20
H -1.5781 1.6595 -0.9484 -0.22 0.30 -0.39
H 0.7902 4.4871 4.0289 0.75 -0.18 -0.44
H -0.9953 2.2856 -3.1951 -0.22 -0.21 0.19
H -0.4812 3.7681 -1.2677 0.10 0.41 -0.11
```
Forces are in eV/Å.

Output
HOMO = -7.24 eV
spin multiplicity = 1
maximum force = 0.05156 Eh/bohr
E_LUMO = 0.328 eV
orbital gap = 0.2782 Ha
energy relative to the best compared isomer or geometry (same formula, charge and spin) = 0.8934 eV